1.
{"formula": "C3H7N4O", "method": "ωB97M-V with the def2-TZVPD basis set", "elements": ["C", "C", "C", "N", "N", "N", "N", "O", "H", "H", "H", "H", "H", "H", "H"], "xyz": [[-2.7709, -0.4202, -0.2767], [-1.5638, 1.3191, -0.1340], [0.6093, 0.0101, -0.2721], [-2.7882, 0.9615, -0.2219], [-1.5714, -0.9256, -0.3658], [-0.7457, 0.1491, -0.3780], [1.4481, 0.9015, 0.2581], [1.0097, -1.1596, -0.7096], [-3.8016, -0.8945, -0.2339], [-1.2195, 2.3645, -0.0790], [2.5677, -1.8508, 1.3560], [3.2487, -1.6650, 1.1037], [1.2312, 1.7929, 0.7727], [2.4355, 0.7932, 0.1385], [1.9110, -1.3761, -0.9581]], "charge": 1, "orbital_gap_ev": 10.1, "homo_energy_ev": -15.0, "fmax_ev_per_a": 2.86, "total_energy_ha": -412.4533, "de_lowest_kcal_mol": 58.8}

***

2.
{"formula": "C5H7NO", "method": "ωB97M-V with the def2-TZVPD basis set", "elements": ["C", "C", "C", "C", "N", "C", "O", "H", "H", "H", "H", "H", "H", "H"], "xyz": [[-1.7373, 0.2644, 0.2194], [-0.6032, -0.7572, 0.1768], [0.7137, -0.1661, -0.2858], [0.6372, 0.6129, -1.5246], [0.5248, 1.2401, -2.4896], [1.8111, 0.1442, 0.6433], [1.8507, -1.0051, -0.1869], [-1.5011, 1.0992, 0.8883], [-2.6588, -0.2046, 0.5759], [-1.9330, 0.6763, -0.7763], [-0.4345, -1.2008, 1.1643], [-0.8573, -1.5782, -0.5038], [2.5293, 0.9237, 0.3942], [1.6584, -0.0488, 1.7048]], "orbital_gap_ev": 12.0, "homo_energy_ev": -11.1, "fmax_ev_per_a": 1.09, "smiles": "CC[C@@]1(C#N)CO1", "total_energy_ha": -324.6621, "de_lowest_kcal_mol": 39.1}

***

3.
{"formula": "C4H7N3", "method": "ωB97M-V with the def2-TZVPD basis set", "elements": ["C", "C", "N", "C", "N", "C", "N", "H", "H", "H", "H", "H", "H", "H"], "xyz": [[-0.6905, 1.2856, -0.7607], [-1.0355, -1.1609, 0.2822], [0.1138, -0.9289, 0.8447], [1.2063, -0.3640, 0.0818], [2.3869, -0.6866, 0.3819], [0.6008, 0.4573, -1.1224], [1.1474, 0.3628, -2.2145], [-1.6120, 0.9448, -1.2532], [-0.4645, 2.2672, -1.1672], [-0.8983, 1.4307, 0.3101], [-1.0668, -1.3283, -0.7887], [-1.9391, -1.1652, 0.8791], [0.1489, -0.7639, 1.8468], [3.0122, -0.1632, -0.2376]], "orbital_gap_ev": [9.7, 5.8], "homo_energy_ev": [-9.4, -6.6], "fmax_ev_per_a": 3.64, "total_energy_ha": -320.7333, "de_lowest_kcal_mol": 94.1}

***

4.
{"formula": "C3H7FNO", "method": "ωB97M-V with the def2-TZVPD basis set", "elements": ["C", "C", "C", "N", "O", "F", "H", "H", "H", "H", "H", "H", "H"], "xyz": [[-0.7526, -0.2255, 0.9429], [0.6971, -0.0359, -1.0795], [-1.4569, 0.4905, -1.1432], [0.6562, 0.0295, 0.4937], [-0.2038, 0.8677, -1.3751], [-1.7592, -0.6972, -1.6836], [-1.1259, 0.3753, 1.8460], [-1.0326, -1.2503, 0.8007], [1.5953, 0.2615, -1.5651], [0.4355, -1.0461, -1.4185], [-2.1272, 1.2835, -1.5098], [1.2274, 0.8605, 0.7680], [1.3985, -0.6793, 0.7653]], "charge": 1, "orbital_gap_ev": 10.1, "homo_energy_ev": -14.3, "fmax_ev_per_a": 3.36, "total_energy_ha": -347.9794, "de_lowest_kcal_mol": 76.4}

***

5.
{"formula": "C39H34HgN7P", "method": "ωB97M-V with the def2-TZVPD basis set", "elements": ["Hg", "C", "C", "C", "C", "C", "C", "C", "P", "C", "C", "C", "C", "C", "C", "C", "C", "C", "C", "C", "C", "C", "C", "H", "H", "H", "H", "H", "H", "H", "H", "H", "H", "H", "H", "H", "H", "H", "H", "H", "H", "H", "H", "N", "C", "C", "C", "C", "C", "C", "C", "C", "C", "C", "C", "C", "N", "C", "C", "C", "C", "N", "H", "H", "H", "H", "H", "H", "H", "H", "H", "H", "N", "C", "N", "N", "C", "N", "H", "H", "H", "H"], "xyz": [[-0.2187, -2.0540, 1.5019], [4.7164, 0.4894, -1.6472], [4.8749, 0.0973, -0.2119], [6.1516, -0.0089, 0.3229], [6.3637, -0.3173, 1.6541], [5.2766, -0.5281, 2.4828], [4.0007, -0.4297, 1.9627], [3.7757, -0.1188, 0.6247], [1.9791, 0.0254, 0.2033], [2.0462, -0.9470, -1.3743], [2.3521, -2.2764, -1.0659], [2.3847, -3.2632, -2.0265], [2.0824, -2.9395, -3.3393], [1.7974, -1.6281, -3.6634], [1.7798, -0.6191, -2.7031], [1.4935, 0.7774, -3.1600], [1.8055, 1.8188, 0.1792], [2.8091, 2.6789, 0.6119], [2.5235, 3.8222, 1.3339], [1.2008, 4.0446, 1.7708], [0.1852, 3.2401, 1.3769], [0.3742, 2.2046, 0.3453], [-1.2393, 1.2739, -0.7637], [5.6162, 0.9906, -2.0028], [3.8697, 1.1615, -1.7569], [4.5389, -0.3905, -2.2669], [7.0020, 0.1775, -0.3194], [7.3718, -0.3780, 2.0421], [5.4284, -0.7574, 3.5281], [3.1410, -0.5804, 2.6048], [2.5836, -2.5282, -0.0367], [2.6227, -4.2820, -1.7568], [2.0579, -3.7065, -4.1009], [1.5900, -1.3672, -4.6949], [2.0120, 0.9935, -4.0962], [1.8070, 1.4969, -2.4069], [0.4238, 0.8942, -3.3372], [3.8436, 2.4168, 0.4394], [3.3183, 4.4751, 1.6669], [1.0113, 4.8324, 2.4896], [-0.8225, 3.3931, 1.7439], [-1.2042, 0.4543, -1.4861], [-0.9676, 0.8692, 1.2695], [-8.9799, 5.3711, 0.3206], [-8.1464, 4.5810, 0.2888], [-7.1164, 3.6215, 0.2294], [-6.8445, 2.9688, -0.9764], [-5.7828, 2.0923, -1.0562], [-4.9738, 1.8461, 0.0519], [-5.2865, 2.4595, 1.2635], [-6.3436, 3.3409, 1.3595], [-3.7343, 1.0352, -0.0853], [-2.6363, 1.7635, -0.4753], [-2.6233, 3.1868, -0.6304], [-1.4005, 3.6511, -0.9640], [-0.4296, 2.5517, -1.0319], [-0.4211, 0.9690, 0.4159], [-3.8664, -0.3431, 0.2013], [-5.1173, -0.9939, 0.4051], [-4.8274, -2.3167, 0.6405], [-3.4234, -2.4120, 0.5879], [-2.8433, -1.2491, 0.3312], [-7.4581, 3.1773, -1.8428], [-5.5556, 1.6000, -1.9905], [-4.6744, 2.2509, 2.1293], [-6.5660, 3.8355, 2.2958], [-3.4957, 3.8041, -0.4826], [-1.1151, 4.6836, -1.0825], [0.2461, 2.6126, -1.8762], [-6.0872, -0.5224, 0.3764], [-5.5135, -3.1245, 0.8298], [-2.8374, -3.3087, 0.7143], [1.2927, -5.2769, 2.7414], [1.5835, -6.2746, 1.8776], [2.3649, -7.2938, 2.3609], [1.1867, -6.3496, 0.6556], [0.4742, -5.4550, 0.0314], [-0.1689, -4.7757, -0.6413], [1.7764, -5.2047, 3.6202], [0.8808, -4.4169, 2.3706], [2.2897, -7.4940, 3.3433], [2.4171, -8.0985, 1.7588]], "charge": -1, "orbital_gap_ev": [5.5, 4.8], "s2": 0.79, "homo_energy_ev": [-3.4, -3.4], "fmax_ev_per_a": 1.46, "spin_multiplicity": 2, "total_energy_ha": -2384.5845, "de_lowest_kcal_mol": 47.7}

***

6.
{"formula": "C5H34NO14", "method": "ωB97M-V with the def2-TZVPD basis set", "elements": ["C", "N", "C", "C", "C", "O", "C", "O", "H", "H", "H", "H", "H", "H", "H", "H", "H", "H", "H", "H", "O", "H", "H", "O", "H", "H", "O", "H", "H", "O", "H", "H", "O", "H", "H", "O", "H", "H", "O", "H", "H", "O", "H", "H", "O", "H", "H", "O", "H", "H", "O", "H", "H", "O"], "xyz": [[1.1675, -2.3821, -2.5161], [0.4173, -1.2608, -2.0334], [-0.0024, -1.1801, -0.6340], [1.1578, -1.6577, 0.2468], [1.1092, -3.0637, 0.7380], [1.9845, -3.4449, 1.4732], [-0.5781, 0.2324, -0.3438], [0.2366, 1.1555, -1.0957], [1.0886, -3.1474, -1.7339], [2.2384, -2.1103, -2.5266], [0.7594, -2.7799, -3.4522], [0.8755, -0.3995, -2.3544], [-0.8372, -1.9325, -0.4720], [2.1226, -1.2719, -0.0059], [1.0271, -1.1330, 1.2338], [0.0739, -3.5156, 0.7509], [-0.4667, 0.4469, 0.7232], [-1.5787, 0.3469, -0.6555], [-2.6304, 1.3691, -3.1459], [-3.6121, 0.4935, -2.4403], [-3.5326, 1.3989, -2.7606], [0.5386, 2.6688, 3.2721], [0.9468, 1.7517, -0.5166], [0.0435, 1.9862, 2.8131], [-2.8770, -0.5971, 1.8316], [-3.9115, -0.4721, 0.7315], [-3.3504, -1.1266, 1.1612], [1.9355, 2.1364, 1.2301], [0.5565, 2.5703, 1.2668], [1.3449, 2.6529, 0.6592], [-2.1750, -2.8598, -0.3555], [-2.7537, -2.8541, 0.9530], [-2.1624, -3.4286, 0.4244], [2.0710, 0.2395, 2.6482], [3.0985, -0.8047, 3.0499], [3.0055, 0.0174, 2.5582], [1.6496, 1.3746, -2.2123], [3.1119, 1.6533, -2.0569], [2.4398, 1.5365, -2.7496], [-2.2204, 3.2461, -1.1898], [-3.5566, 3.0017, -1.6337], [-3.1106, 3.5832, -0.9885], [-1.4270, 1.8177, 2.2132], [-2.8212, 2.0706, 1.6113], [-2.3414, 1.4202, 2.1370], [-0.4731, 0.6830, -3.1018], [-0.8095, -0.5299, -3.8614], [-1.2286, 0.2941, -3.5902], [4.9026, 1.0408, 0.1846], [3.7280, 0.6636, 0.9280], [3.9988, 1.3811, 0.3187], [-0.3405, -0.8275, 3.1202], [0.2157, 0.6207, 3.2689], [0.4082, -0.3769, 3.5236]], "orbital_gap_ev": [8.7, 4.3], "s2": 0.75, "homo_energy_ev": [-9.4, -9.4], "fmax_ev_per_a": 3.26, "spin_multiplicity": 2, "total_energy_ha": -1318.8529, "de_lowest_kcal_mol": 43.1}

***

7.
{"formula": "C5H12Br2ClIInO", "method": "ωB97M-V with the def2-TZVPD basis set", "elements": ["C", "C", "I", "C", "In", "O", "Cl", "H", "H", "H", "H", "H", "H", "H", "H", "Br", "C", "C", "Br", "H", "H", "H", "H"], "xyz": [[1.2963, -0.8621, -2.0164], [0.0442, -1.0383, -1.1168], [0.1923, -2.7174, 0.2433], [-1.2935, -1.1596, -1.9087], [-2.8940, -0.2384, -0.6097], [-2.4117, 1.7791, -0.3880], [-5.1185, -0.5536, -1.6392], [1.8246, 0.0648, -1.7756], [2.0022, -1.6765, -1.8269], [1.0066, -0.8860, -3.0663], [-0.0530, -0.1455, -0.4976], [-1.5654, -2.2093, -2.0515], [-1.2106, -0.6497, -2.8752], [-2.8753, -1.0384, 0.9778], [-2.2370, 2.0992, -1.2613], [0.2619, 2.2266, 1.1044], [1.7224, 1.9117, 2.3538], [1.9225, 0.4399, 2.6071], [0.5346, -0.2619, 3.7742], [1.4854, 2.4652, 3.2571], [2.6069, 2.3430, 1.8871], [2.8618, 0.2648, 3.1293], [1.8975, -0.1575, 1.6990]], "charge": -1, "orbital_gap_ev": 7.5, "homo_energy_ev": -5.0, "fmax_ev_per_a": 1.55, "total_energy_ha": -6369.0803}